DFT (the ωB97M-V functional and the def2-TZVPD basis) results for a cluster of 2 separate species, C4H14N3O in total.

Orbital gap in eV: 8.760
Net charge: +1
HOMO energy in eV: -11.80
Total energy in eV: -10886.563
ΔE to the lowest compared entry with this formula, charge and spin in kJ/mol: 154.19

```
22
Properties=species:S:1:pos:R:3:forces:R:3
O -1.920 0.322 1.797 0.235 0.085 -0.069
N 1.855 -0.865 0.261 -0.116 0.804 0.106
N -0.605 1.979 -0.028 0.757 -0.572 -0.483
N -0.445 -2.408 0.513 0.183 -0.490 0.391
C 0.728 0.586 -1.521 -0.807 -0.362 0.870
C -0.348 -1.394 -0.396 -0.781 0.058 0.143
C 0.698 1.910 -0.772 0.393 0.183 -0.575
C 0.661 -0.519 -0.479 0.486 -0.832 -0.659
H -1.192 -3.079 0.436 0.057 0.141 -0.275
H 2.245 -0.053 0.732 0.033 -0.222 0.134
H -0.531 1.267 0.705 -0.594 0.164 0.431
H -1.242 -1.312 -1.002 0.020 0.352 -0.182
H 0.850 2.814 -1.359 -0.308 -0.096 -0.221
H -1.409 1.673 -0.574 -0.003 0.092 -0.259
H -1.404 -0.457 2.042 -0.142 -0.180 -0.003
H -0.776 2.904 0.321 -0.205 0.456 0.568
H 1.610 0.411 -2.103 0.699 0.475 -0.371
H 0.415 -2.806 0.858 0.075 0.203 0.135
H -2.843 0.076 1.897 -0.049 -0.038 0.114
H 1.468 1.912 -0.016 0.214 0.103 0.327
H -0.113 0.566 -2.217 -0.105 -0.189 -0.010
H 2.593 -1.202 -0.348 -0.042 -0.135 -0.112
```
Positions in Å, forces in eV/Å.

Results of the Löwdin charge analysis, in e, for atoms 1 through 5: atom 1 (O): -0.049, atom 2 (N): 0.071, atom 3 (N): 0.190, atom 4 (N): 0.077, atom 5 (C): -0.132

***

DFT (the ωB97M-V functional and the def2-TZVPD basis) results for a structure of composition C42H47N6O9S3Tl.

Orbital gap in eV: 6.463
Net charge: -2
HOMO energy in eV: -2.74
Total energy in eV: -108885.616
ΔE to the lowest compared entry with this formula, charge and spin in kJ/mol: 73.16

```
108
Properties=species:S:1:pos:R:3:forces:R:3
Tl -2.359 -0.820 0.114 0.235 0.200 0.097
S -2.078 -2.995 3.741 -0.062 -0.541 0.562
S -4.363 -3.682 0.878 1.305 -1.114 -0.151
S -1.070 -2.019 -2.640 0.181 0.159 -0.223
O -4.611 -3.979 -0.513 0.044 -0.051 -0.632
O -2.106 -1.701 3.070 0.548 0.272 -0.308
O -2.950 1.705 2.371 -0.167 0.291 0.294
O -5.399 -4.122 1.753 -0.634 -0.736 0.913
O -3.262 -3.262 4.519 -0.311 -0.126 0.131
O 0.383 -1.363 0.301 -1.004 0.823 0.440
O -0.832 -3.205 4.513 -0.340 0.449 -0.319
O -0.263 1.725 0.312 -0.691 0.004 0.179
O -3.941 -2.333 1.143 -0.258 2.345 -0.003
N -1.109 1.122 4.238 1.142 0.697 -0.366
N -1.154 2.781 -3.484 0.858 -0.083 1.138
N 1.307 -1.491 -3.781 1.732 0.065 -1.853
N 1.470 0.983 2.152 -1.288 0.152 -1.017
N -3.319 3.418 -1.189 -0.199 0.610 -1.850
N 1.402 -2.200 -1.618 -0.001 -0.100 0.939
C 1.007 -2.213 -0.296 2.152 -1.217 -1.462
C -0.477 -6.049 1.690 -0.384 -0.388 0.212
C 1.726 -3.305 0.533 -1.085 1.551 0.151
C -0.857 -5.108 2.655 -0.360 -0.613 -1.211
C -1.048 5.301 1.785 -0.056 -0.238 0.712
C 3.007 -5.129 2.157 -0.489 1.316 -1.717
C -2.752 -4.476 1.266 0.167 -0.997 0.600
C -0.805 2.415 4.005 0.690 -2.066 1.734
C -2.437 2.835 2.292 -0.658 -0.763 -1.569
C 0.577 0.059 -5.607 -0.688 -1.172 -0.313
C 3.185 2.674 -0.623 -0.975 -1.949 2.131
C 2.993 3.165 -1.850 -0.087 0.855 -0.312
C 4.187 3.765 -2.526 0.401 -0.873 -1.186
C -2.294 -5.382 0.299 -0.677 0.456 -0.424
C 3.332 -0.214 -2.975 -0.596 0.158 -0.477
C 3.377 -4.976 0.809 1.555 -0.848 1.731
C -3.599 3.021 -3.627 0.327 -0.245 -0.807
C -2.048 4.830 0.853 0.495 -0.892 1.441
C 0.597 2.440 -1.807 1.090 1.600 -0.045
C -4.124 2.746 -2.243 0.415 0.261 1.095
C -1.451 3.296 3.211 0.130 1.998 -1.355
C 2.745 -4.076 0.022 -0.981 0.446 -1.203
C -0.663 2.156 -2.489 0.060 -0.207 -0.309
C 2.010 -4.295 2.660 1.792 -1.395 -0.191
C -2.364 2.210 -4.016 0.221 -0.349 0.293
C 0.677 -1.415 -5.142 -0.257 0.257 1.138
C 0.750 -0.657 3.968 -0.250 1.927 -2.084
C 2.785 -1.473 -3.711 -0.018 1.996 -0.327
C -2.671 3.656 1.071 0.022 -0.310 0.848
C 0.684 2.095 -0.383 2.103 -0.511 -0.654
C 2.080 2.072 0.121 -0.600 1.314 -1.387
C 1.677 3.052 -2.431 -0.302 -0.766 1.046
C -0.773 4.556 2.916 0.336 0.251 -0.388
C 1.825 0.272 3.328 0.278 -1.363 1.993
C 2.340 1.509 1.339 0.171 -0.116 -0.064
C -1.162 -6.164 0.481 0.016 1.049 1.938
C -0.243 0.069 4.836 -1.354 0.930 1.203
C -0.302 6.552 1.376 0.099 -1.771 2.153
C 1.405 -3.364 1.885 0.015 0.285 -1.031
C 0.669 -1.881 -2.661 -1.896 -0.235 1.105
C -3.459 3.063 0.000 -1.631 -1.692 0.600
C -1.967 -4.304 2.468 -0.416 0.485 -1.044
H 0.103 4.798 3.582 -0.986 0.065 -0.746
H 3.129 -2.323 -3.170 0.249 -0.900 0.163
H 3.194 -1.424 -4.729 -0.250 -0.424 0.062
H 4.328 -5.437 0.523 -0.564 -0.262 -0.397
H 0.328 -6.730 1.964 0.139 0.215 -0.403
H 1.751 -4.414 3.660 -0.545 0.045 1.718
H -0.303 -1.835 -4.942 -0.288 0.076 -0.373
H 1.579 0.439 -5.677 0.453 0.702 0.486
H -2.228 2.243 -5.087 -0.261 -0.094 -0.550
H 2.095 0.995 4.121 0.537 -0.263 -0.355
H 4.176 2.544 -0.132 -0.600 0.494 -0.577
H 0.176 0.202 -6.640 -0.092 -0.435 0.785
H 2.924 -3.955 -1.032 0.426 0.005 -0.214
H 3.375 1.474 1.568 0.982 -0.207 0.826
H 2.613 -0.470 3.104 0.278 0.814 0.035
H 2.999 0.707 -3.473 0.040 -0.211 -0.166
H -1.077 1.232 -2.071 -0.570 0.001 -0.195
H -0.964 7.355 1.358 -1.128 1.582 -0.216
H -4.357 2.707 -4.340 -0.392 0.080 -0.132
H -4.196 2.239 0.256 0.870 0.741 0.067
H 1.234 -1.381 4.585 0.326 -0.648 0.254
H 4.381 3.245 -3.485 0.070 0.057 0.314
H 0.082 6.363 0.422 0.975 0.108 -1.459
H -5.190 3.035 -2.182 0.404 -0.031 0.159
H 0.683 -2.715 2.330 -0.451 0.120 -0.151
H 4.147 4.799 -2.801 -0.496 0.840 0.030
H -0.085 0.522 -4.861 0.550 0.470 -0.376
H 0.454 6.755 2.134 0.344 0.134 -0.287
H -3.369 4.074 -3.831 -0.207 -0.045 0.324
H 1.533 3.385 -3.435 -0.106 0.120 -0.650
H -2.257 5.262 -0.098 0.182 0.721 -0.509
H 2.852 -0.170 -2.001 0.391 -0.058 0.319
H -2.438 1.146 -3.710 -0.315 0.306 -0.128
H -0.238 -4.928 3.507 -0.125 -0.191 0.331
H 3.549 -5.839 2.716 0.333 -0.661 0.970
H -1.942 0.746 3.814 -0.387 0.118 -0.624
H -2.860 -5.444 -0.650 0.316 0.053 0.760
H -0.826 -6.815 -0.267 0.365 -0.901 -0.973
H 0.228 0.551 5.728 -0.010 -0.479 -0.568
H 5.078 3.658 -1.905 -0.085 -0.142 0.001
H 0.286 -1.128 3.092 -0.370 -0.111 0.733
H 0.063 2.851 4.518 -0.005 -0.689 -0.003
H 0.531 0.981 1.698 0.049 -0.142 0.583
H -1.000 -0.648 5.185 0.590 -0.025 0.107
H 4.437 -0.157 -2.927 -0.490 -0.351 0.170
H 1.171 -2.055 -5.884 0.338 0.057 0.374
H -4.034 1.671 -2.058 -0.351 -0.126 -0.050
```
Positions in Å, forces in eV/Å.

Results of the Löwdin charge analysis, in e, for atoms 1 through 5: atom 1 (Tl): 0.930, atom 2 (S): 0.444, atom 3 (S): 0.367, atom 4 (S): 0.496, atom 5 (O): -0.351

***

DFT (the ωB97M-V functional and the def2-TZVPD basis) results for a structure of composition C20H36N7O7Ti.

Orbital gap in eV: 7.954
Net charge: +3
HOMO energy in eV: -18.01
Total energy in eV: -69183.393

```
71
Properties=species:S:1:pos:R:3:forces:R:3
Ti 0.179 -0.247 -0.426 -0.104 0.044 -0.020
O 6.164 0.318 -0.121 -0.006 0.040 -0.072
O -0.566 1.080 0.844 -0.033 0.164 0.048
O 6.148 2.546 -0.050 0.000 0.051 -0.048
O -0.473 -1.508 1.018 0.033 -0.028 -0.209
O 1.712 -1.204 -0.116 0.296 -0.197 0.154
O -2.817 -0.416 0.629 -0.038 -0.010 -0.036
O 3.930 -1.583 -0.116 0.057 0.095 -0.050
N -1.217 -3.253 2.220 0.004 0.073 -0.008
N 3.460 2.755 -0.243 -0.003 -0.057 -0.050
N -0.851 -1.742 -1.639 -0.065 0.031 -0.039
N 1.155 -0.382 -2.530 0.011 -0.038 0.001
N 1.842 1.290 -0.317 -0.121 0.156 -0.035
N -1.322 2.161 2.663 -0.015 -0.024 0.002
N -1.029 0.997 -1.857 0.032 -0.024 0.000
C -1.430 -2.158 1.543 0.035 -0.034 0.090
C 3.056 0.637 -0.225 0.202 -0.023 -0.151
C 2.124 2.592 -0.310 -0.010 -0.034 0.074
C 3.011 -0.820 -0.144 -0.220 -0.072 -0.017
C 0.003 2.703 2.982 0.015 -0.010 -0.019
C -2.844 -1.628 1.355 -0.009 0.012 0.055
C 1.226 -1.812 -2.963 0.008 0.013 0.003
C 5.578 1.498 -0.121 0.006 -0.069 0.128
C 0.137 -3.803 2.385 -0.008 0.007 -0.023
C -2.399 2.592 3.574 -0.006 -0.016 -0.049
C 4.076 1.538 -0.202 -0.019 -0.041 0.070
C 0.636 0.540 -3.581 0.007 -0.013 0.012
C -2.181 0.211 -2.389 -0.001 0.030 -0.004
C -0.193 1.616 -2.918 -0.006 0.028 0.007
C -1.512 1.352 1.658 0.024 -0.056 0.036
C 0.190 -2.648 -2.204 -0.036 -0.021 0.028
C -2.295 -4.036 2.846 0.002 0.037 -0.004
C -1.777 -1.221 -2.690 0.013 -0.038 -0.001
C 1.173 3.732 -0.333 -0.057 0.007 -0.039
C -2.892 0.759 1.404 -0.019 0.034 0.046
H -0.817 2.140 -3.644 0.015 -0.019 -0.010
H -2.176 3.608 3.889 -0.007 -0.006 0.020
H -3.413 0.575 2.345 0.009 -0.009 -0.020
H 3.991 3.622 -0.217 -0.010 0.010 0.000
H -3.484 1.492 0.847 0.012 -0.010 -0.001
H 1.289 4.329 -1.240 -0.001 -0.002 -0.002
H 5.551 -0.436 -0.198 -0.022 -0.021 0.093
H -2.662 -1.857 -2.745 -0.003 0.026 -0.005
H -0.280 -3.387 -2.855 0.033 -0.002 0.004
H 0.151 3.368 -0.269 -0.005 0.016 0.000
H 0.762 2.198 2.394 0.003 0.015 0.019
H -1.400 -2.300 -0.995 -0.018 -0.008 0.011
H -1.421 1.757 -1.310 0.001 0.028 -0.005
H 0.651 -3.170 -1.367 0.013 0.001 -0.021
H 0.839 -3.254 1.767 0.015 -0.014 0.011
H 1.077 -1.866 -4.041 -0.004 -0.007 0.011
H 0.010 3.774 2.782 0.017 -0.004 0.009
H -2.959 0.223 -1.630 -0.005 -0.020 0.009
H -2.654 -4.796 2.152 -0.020 -0.012 0.023
H -1.280 -1.314 -3.651 -0.006 0.017 -0.004
H -3.363 2.602 3.076 0.007 0.003 0.024
H -3.325 -1.499 2.328 -0.016 0.005 -0.028
H -1.885 -4.526 3.725 -0.014 -0.010 0.002
H -3.117 -3.402 3.165 -0.006 -0.029 -0.022
H -2.424 1.947 4.452 -0.018 0.015 0.009
H 2.105 -0.083 -2.340 0.003 0.003 0.006
H 0.422 -3.726 3.433 0.018 -0.009 -0.007
H 0.188 2.542 4.043 0.015 0.011 -0.003
H -2.581 0.689 -3.286 -0.008 -0.016 0.011
H 0.449 2.351 -2.439 0.008 0.014 -0.005
H 2.222 -2.201 -2.762 -0.016 -0.013 0.001
H 0.045 -0.026 -4.295 -0.002 0.007 -0.010
H -3.450 -2.346 0.797 0.022 -0.002 -0.012
H 1.459 0.977 -4.147 -0.011 0.019 0.017
H 1.355 4.394 0.514 0.024 0.007 -0.015
H 0.120 -4.853 2.097 0.010 0.002 0.008
```
Positions in Å, forces in eV/Å.

Results of the Löwdin charge analysis, in e, for atoms 1 through 5: atom 1 (Ti): 1.270, atom 2 (O): 0.198, atom 3 (O): -0.129, atom 4 (O): 0.184, atom 5 (O): -0.100